Entry 1:
Density functional theory data (ωB97M-V/def2-TZVPD) for a structure of composition CrH16O8.

Calculated values
- net charge = +3
- calculated total energy (a.u.) = -1654.912219
- frontier orbital gap (spin up / spin down) (eV) = 8.109 / 9.717
- energy relative to the best compared isomer or geometry (same formula, charge and spin) (kcal per mole) = 4.5
- highest occupied orbital energy (spin up / spin down) (eV) = -22.84 / -22.83
- spin multiplicity = 4

Each line ends with the natural charge from an NBO analysis.
Geometry (Å):
Cr  -0.32148  0.15686  0.04486  1.6154
O  -1.76460  1.54752  -0.48758  -0.8756
H  -1.99412  1.66651  -1.42707  0.5550
H  -1.96894  2.39675  -0.05576  0.5586
O  1.14016  -0.44938  1.39129  -0.9133
H  1.75395  -1.18821  1.22331  0.5586
H  1.41136  -0.05799  2.23782  0.5525
O  1.15617  1.20225  -0.83861  -0.8612
H  1.73740  1.84411  -0.39814  0.5547
H  1.69422  0.80615  -1.54756  0.5540
O  -0.59195  -0.34440  -1.95896  -0.8880
H  -1.13166  -0.94821  -2.50294  0.5702
H  -0.07781  0.18653  -2.58855  0.5375
O  1.98666  -1.46174  -1.29660  -1.0070
H  2.67563  -1.48986  -1.98216  0.5258
H  1.75047  -2.39327  -1.20839  0.4980
O  0.05406  2.02559  1.41011  -0.9329
H  -0.50310  2.16991  2.19380  0.5339
H  0.89195  2.46261  1.64184  0.5375
O  -0.60391  -2.08883  0.15429  -0.9568
H  -1.53402  -2.29758  0.35307  0.5301
H  -0.24282  -2.93236  -0.16248  0.5440
O  -1.66729  -0.21900  1.58510  -0.9030
H  -2.32575  0.36091  2.00923  0.5571
H  -1.52458  -0.95486  2.21006  0.5552

Force components x, y, z for each atom (eV/Å):
0.3 1.9 0.3
0.2 -0.3 -0.4
-0.1 -0.1 0.1
0.2 -0.1 0.1
0.5 -0.5 0.1
-0.1 0.1 -0.1
-0.2 0.1 -0.1
0.0 0.0 -0.5
-0.2 0.0 0.0
0.1 -0.2 0.3
-0.1 0.3 -0.1
0.0 -0.2 0.4
-0.1 -0.1 -0.1
0.0 -0.1 -0.1
0.1 0.0 0.2
0.2 -0.1 -0.2
-0.1 -0.3 0.3
0.1 0.1 0.0
-0.1 0.1 -0.1
-0.7 -0.3 0.0
0.2 -0.2 -0.1
0.1 0.1 0.0
-0.1 -0.2 0.3
-0.1 -0.1 -0.4
0.1 0.1 -0.1


Entry 2:
Density functional theory data (ωB97M-V/def2-TZVPD) for a structure of composition CrI.

Calculated values
- net charge = +1
- calculated total energy (a.u.) = -1341.823283
- frontier orbital gap (spin up / spin down) (eV) = 6.586 / 9.081
- energy relative to the best compared isomer or geometry (same formula, charge and spin) (kcal per mole) = 0.0
- highest occupied orbital energy (spin up / spin down) (eV) = -14.67 / -15.47
- spin multiplicity = 5

Each line ends with the natural charge from an NBO analysis.
Geometry (Å):
Cr  0.38051  1.05500  -0.32718  1.1168
I  -0.38051  -1.05500  0.32718  -0.1168

Force components x, y, z for each atom (eV/Å):
0.6 1.8 -0.6
-0.6 -1.8 0.6


Entry 3:
Density functional theory data (ωB97M-V/def2-TZVPD) for a structure of composition CrN6O18.

Calculated values
- net charge = -3
- calculated total energy (a.u.) = -2726.681374
- frontier orbital gap (spin up / spin down) (eV) = 6.762 / 7.224
- energy relative to the best compared isomer or geometry (same formula, charge and spin) (kcal per mole) = 1.4
- highest occupied orbital energy (spin up / spin down) (eV) = 0.16 / 0.17
- spin multiplicity = 4

Each line ends with the natural charge from an NBO analysis.
Geometry (Å):
Cr  0.78542  12.09944  -32.14792  1.4917
N  0.36643  13.30767  -35.06148  0.7487
O  0.87148  14.31958  -35.52277  -0.4542
O  -0.64945  12.81016  -35.53380  -0.4730
O  0.94476  12.68966  -34.09964  -0.5481
N  -0.73828  12.94383  -29.24637  0.7449
O  0.02339  12.52253  -30.16292  -0.5454
O  -0.98268  12.22192  -28.26546  -0.5453
O  -1.21884  14.07164  -29.34324  -0.4762
N  1.02997  15.61322  -31.91854  0.7465
O  0.73892  16.22261  -30.87767  -0.5365
O  1.38582  16.21495  -32.92860  -0.5140
O  0.90664  14.36213  -31.93957  -0.5525
N  3.83498  12.72585  -32.24341  0.7487
O  4.81788  11.99422  -32.40376  -0.5130
O  2.73853  12.17119  -31.89477  -0.5427
O  3.91824  13.92778  -32.40453  -0.4106
N  -2.43083  11.55486  -32.56288  0.7446
O  -2.64288  10.64708  -31.75273  -0.5059
O  -3.22977  11.89533  -33.42524  -0.4832
O  -1.32575  12.18530  -32.49371  -0.5187
N  0.64175  9.47994  -32.09096  0.7356
O  0.51268  8.27729  -32.10569  -0.4460
O  0.75932  10.16669  -31.05928  -0.4418
O  0.67166  10.18960  -33.14092  -0.4537

Force components x, y, z for each atom (eV/Å):
-2.0 1.0 -1.4
-0.8 0.0 -0.3
0.4 0.0 0.1
-0.2 -0.1 -0.1
1.1 -0.4 0.8
-0.3 0.6 -0.3
0.5 -0.6 0.4
0.3 -0.2 0.0
-0.1 -0.1 0.1
-0.6 -0.2 0.3
0.2 0.2 0.2
0.3 0.2 -0.4
0.0 -0.4 -0.1
0.9 0.8 -0.8
-0.1 -0.5 0.2
-0.7 -1.0 0.5
-0.5 0.0 0.2
0.8 -0.4 0.4
-0.2 -0.1 -0.2
-0.4 0.0 0.0
0.9 0.5 -0.3
0.1 0.6 0.2
0.0 -0.2 -0.1
0.1 -0.3 1.0
0.2 0.6 -0.5


Entry 4:
Density functional theory data (ωB97M-V/def2-TZVPD) for a structure of composition CsF4N2O8S4.

Calculated values
- net charge = -1
- calculated total energy (a.u.) = -2723.778489
- frontier orbital gap (eV) = 7.767
- energy relative to the best compared isomer or geometry (same formula, charge and spin) (kcal per mole) = 25.6
- highest occupied orbital energy (eV) = -6.99

Each line ends with the Löwdin charge.
Geometry (Å):
Cs  -5.14449  -21.07068  6.45031  1.0779
N  -7.30798  -20.09510  1.63108  -0.2554
S  -8.74551  -20.54580  1.53774  0.4072
O  -9.73492  -19.48514  1.33916  -0.3028
O  -9.05144  -21.75735  2.26863  -0.2858
F  -8.54061  -21.19897  0.07262  -0.2273
S  -7.48666  -19.52911  3.24912  0.5890
O  -7.05625  -20.49444  4.23182  -0.4565
O  -8.48920  -18.48266  3.62755  -0.2935
F  -6.25620  -18.53749  3.26413  -0.2199
N  -9.02436  -24.26359  8.16885  -0.2490
S  -8.91542  -22.82024  7.27957  0.6029
O  -8.68837  -21.58218  7.98227  -0.2942
O  -9.52291  -22.84563  5.94850  -0.2538
F  -7.31834  -23.06393  6.87068  -0.3829
S  -10.35123  -23.91408  8.65891  0.3947
O  -11.47021  -23.82152  7.71361  -0.2948
O  -10.40372  -22.98332  9.80804  -0.3246
F  -10.51910  -25.36179  9.38138  -0.2311

Force components x, y, z for each atom (eV/Å):
-0.7 -0.1 -0.2
2.2 2.8 4.6
-5.7 -2.9 -4.2
1.3 -2.0 0.5
-0.3 1.5 0.4
-0.3 0.5 -0.2
0.7 4.1 1.3
-0.5 -0.1 -0.3
1.5 -3.8 -1.2
1.4 -0.1 -0.6
5.3 2.6 -4.3
3.6 0.5 -4.4
-1.1 -0.9 0.0
0.8 0.1 3.1
0.1 -0.5 0.0
-9.7 -0.4 6.6
1.9 -0.1 1.4
0.1 -1.5 -2.1
-0.6 0.3 -0.1


Entry 5:
Density functional theory data (ωB97M-V/def2-TZVPD) for a structure of composition CsH2O.

Calculated values
- net charge = +1
- calculated total energy (a.u.) = -96.276643
- frontier orbital gap (eV) = 13.501
- energy relative to the best compared isomer or geometry (same formula, charge and spin) (kcal per mole) = 66.0
- highest occupied orbital energy (eV) = -17.62

Each line ends with the Löwdin charge.
Geometry (Å):
Cs  1.55821  0.17126  -0.79085  1.5657
O  -0.43999  0.23464  0.01634  -0.5239
H  0.18116  -0.29640  0.51475  -0.1316
H  -1.29937  -0.10952  0.25975  0.0897

Force components x, y, z for each atom (eV/Å):
8.5 0.7 -4.6
-5.2 -0.4 2.5
-2.2 -0.5 1.9
-1.0 0.2 0.2


Entry 6:
Density functional theory data (ωB97M-V/def2-TZVPD) for a structure of composition Cu2H14O23S4Zn2.

Calculated values
- net charge = +1
- calculated total energy (a.u.) = -10170.977805
- frontier orbital gap (spin up / spin down) (eV) = 8.009 / 4.725
- highest occupied orbital energy (spin up / spin down) (eV) = -12.15 / -12.07
- spin multiplicity = 4

Each line ends with the natural charge from an NBO analysis.
Geometry (Å):
Zn  0.37819  2.60619  -1.76168  1.7839
Zn  -0.03065  -2.37836  1.53153  1.7825
Cu  -0.74673  -1.38381  -3.31281  0.9418
Cu  -3.18764  0.96586  -0.12120  1.4782
S  -2.62493  -2.32356  -0.61991  2.6484
O  -3.34630  -1.06940  -0.40087  -0.9987
O  -3.55848  -3.46696  -0.52231  -0.8782
O  -1.89750  -2.29015  -1.86231  -1.0869
O  -1.62743  -2.41605  0.46228  -1.2065
S  -1.72410  3.98722  0.32219  2.5871
O  -2.09054  5.21649  -0.39885  -0.5914
O  -1.26443  4.35450  1.63577  -0.6793
O  -2.81283  3.00443  0.49260  -1.0336
O  -0.63749  3.48072  -0.47478  -1.1467
S  1.34517  1.04574  -4.60065  2.5532
O  1.29284  1.67856  -3.27891  -1.1567
O  0.55162  1.81847  -5.58698  -0.6751
O  2.71959  0.82581  -5.02159  -0.7333
O  0.66799  -0.27584  -4.48852  -0.8830
S  0.21475  0.06569  -0.36853  2.7256
O  -1.11741  0.47888  -0.07892  -1.1457
O  0.62387  -0.68008  0.78834  -1.1512
O  0.26553  -0.68782  -1.59201  -1.0763
O  1.09233  1.21555  -0.56784  -1.1568
O  1.15228  -3.37672  0.22675  -1.0033
H  2.09862  -3.46812  0.11581  0.5243
H  0.77611  -3.97792  -0.41612  0.5238
O  1.46395  0.89619  3.14346  -0.9349
H  1.49077  0.24046  3.84026  0.4480
H  1.50410  0.38756  2.33358  0.4854
O  -3.57288  0.82252  2.05894  -0.9715
H  -2.67988  0.69067  2.37738  0.4775
H  -4.10083  0.90675  2.85292  0.5184
O  1.67009  -2.39708  2.77015  -0.9939
H  2.59990  -2.61986  2.72478  0.5267
H  1.54721  -2.05948  3.65737  0.5050
O  3.63752  1.68838  -0.16357  -0.9586
H  3.82845  2.29436  0.55238  0.4689
H  2.68902  1.56493  -0.12699  0.4749
O  2.88201  -0.76141  -1.75786  -0.9667
H  1.94114  -0.67489  -1.60453  0.4564
H  3.17284  0.12511  -1.97171  0.4779
O  -1.20037  -1.52632  2.95207  -0.9901
H  -1.34179  -0.59318  3.11174  0.5076
H  -2.04367  -1.93402  3.14913  0.5227

Force components x, y, z for each atom (eV/Å):
1.1 -1.2 -0.9
0.2 0.3 -1.0
0.2 0.2 0.1
1.6 -1.5 0.6
-0.4 -4.6 0.0
-2.4 3.8 0.4
1.2 2.4 -0.2
0.3 0.2 -1.9
0.5 -0.4 1.1
-1.6 -0.6 0.5
-1.0 0.9 0.7
0.2 1.1 0.6
0.0 -0.4 -1.3
1.8 -1.5 -1.5
-0.1 -1.5 -1.4
-0.5 1.8 2.1
0.6 -0.4 0.4
-1.0 0.5 0.1
-0.4 0.2 -0.2
-0.2 -1.1 -1.2
-4.1 2.3 0.3
2.1 -0.6 1.8
-0.1 -0.8 -0.4
0.4 1.9 0.6
0.0 -0.6 -0.1
0.5 0.3 0.1
-0.4 -0.2 -0.3
-0.3 0.2 0.3
0.2 0.1 0.3
0.1 -0.2 -0.6
0.3 -0.4 -0.3
0.3 0.3 -0.1
-0.6 0.2 0.0
-0.4 0.0 0.5
0.4 -0.2 -0.4
-0.1 0.0 0.4
0.5 0.2 0.0
0.3 0.2 0.2
-0.1 -0.2 0.1
0.7 -0.5 0.0
0.1 -0.2 -0.5
0.4 0.2 0.0
0.0 0.0 1.0
0.6 0.3 0.0
-0.4 -0.5 -0.1


- Look up the net charge of the first one.
  +3


- The highest net charge belongs to which entry?
  CrH16O8